Molecular formula: C5H10N2O3S2
Method: DFT, ωB97M-V with the def2-TZVPD basis set

```
! wB97M-V def2-TZVPD RIJCOSX def2/J DEFGRID3
* xyz 0 1
S 1.951 -2.169 0.427
S 1.533 1.368 0.155
O 2.468 1.140 -0.956
O -0.836 0.295 -0.138
O 2.167 1.480 1.443
N 1.773 -1.832 -1.202
N 0.760 -1.020 0.884
C 0.414 -0.123 -0.092
C 0.528 2.871 -0.141
C -2.123 -1.685 0.938
C -1.871 -0.849 -0.357
C 1.110 -0.790 -1.463
H 0.720 3.606 0.562
H -1.181 -2.053 1.358
H 0.837 3.327 -1.118
H -1.565 -1.486 -1.231
H -0.491 2.649 0.006
H 1.159 -0.486 1.663
H -2.799 -0.155 -0.637
H 0.825 -0.370 -2.463
H -2.606 -2.544 0.578
H -2.772 -1.175 1.784
*
```

Output
- molecular weight (g mol⁻¹) = 210.28
- structure (SMILES) = CCO[C@]1(S(C)(=O)=O)C=NSN1
- HOMO level (eV) = -8.4
- energy relative to the best compared isomer or geometry (same formula, charge and spin) (eV) = 3.9224
- LUMO energy (eV) = 0.593
- orbital gap (eV) = 9.01
- total energy (hartree) = -1327.99509